(1)
{"formula": "C2H3FO3", "method": "ωB97M-V/def2-TZVPD", "elements": ["C", "C", "O", "O", "O", "F", "H", "H", "H"], "positions_angstrom": [[-0.143, -1.150, 0.220], [0.465, -0.033, -1.563], [-0.466, -2.244, 0.164], [0.096, -0.462, 2.482], [0.167, -0.234, 0.985], [1.448, 0.743, -1.211], [-0.471, 0.250, -1.778], [0.897, -0.846, -2.168], [0.977, -0.923, 2.537]], "mulliken_charge": [0.49, -0.37, -0.38, -0.35, -0.19, -0.22, 0.39, 0.28, 0.34], "relative_energy_kcal_mol": 137.0, "e_tot_ha": -403.38843, "lumo_ev": -0.11}



(2)
{"formula": "C2H3FS", "method": "ωB97M-V/def2-TZVPD", "elements": ["C", "C", "F", "S", "H", "H", "H"], "positions_angstrom": [[0.269, 0.263, 0.914], [-0.224, -0.286, -0.664], [-1.570, 0.089, -0.884], [1.543, -0.285, 1.636], [-0.176, 1.276, 0.949], [-0.220, -1.411, -0.770], [0.379, 0.354, -1.182]], "mulliken_charge": [-0.14, -0.19, -0.28, -0.21, 0.28, 0.27, 0.27], "relative_energy_kcal_mol": 29.6, "e_tot_ha": -575.98081, "smiles": "FCC=S", "lumo_ev": -0.52}



(3)
{"formula": "C2H3FS", "method": "ωB97M-V/def2-TZVPD", "elements": ["C", "C", "F", "S", "H", "H", "H"], "positions_angstrom": [[-0.737, 0.365, -0.006], [0.641, -0.236, -0.016], [-0.699, 1.628, 0.330], [-2.142, -0.414, -0.380], [1.154, -0.511, 1.032], [1.288, 0.495, -0.611], [0.494, -1.328, -0.349]], "mulliken_charge": [0.37, -0.74, -0.18, -0.23, 0.26, 0.25, 0.27], "relative_energy_kcal_mol": 4.3, "e_tot_ha": -576.02106, "smiles": "CC(F)=S", "lumo_ev": [-0.13, -0.13]}



(4)
{"formula": "C2H3FS", "method": "ωB97M-V/def2-TZVPD", "elements": ["C", "C", "F", "S", "H", "H", "H"], "positions_angstrom": [[-1.939, 1.954, -0.475], [0.094, 0.096, 0.034], [-1.452, 2.926, 0.297], [-2.643, 2.144, -1.883], [0.662, 0.934, -0.146], [-0.262, -0.535, -0.755], [-0.091, -0.266, 1.024]], "mulliken_charge": [0.28, -1.07, -0.12, -0.17, 0.43, 0.33, 0.31], "relative_energy_kcal_mol": 0.0, "e_tot_ha": -575.87286, "lumo_ev": [-0.21, -1.83], "s_squared": 2.009, "multiplicity": 3}



(5)
{"formula": "C2H3HgO", "method": "ωB97M-V/def2-TZVPD", "elements": ["H", "O", "C", "C", "H", "H", "Hg"], "positions_angstrom": [[-0.808, -0.915, 0.876], [-0.825, 1.007, 0.056], [-0.573, -0.259, -0.055], [0.641, -0.825, -0.346], [0.701, -1.909, -0.464], [1.461, -0.215, -0.742], [-0.597, 3.117, 0.675]], "mulliken_charge": [0.18, -0.45, 0.10, -0.53, 0.29, 0.26, 0.14], "relative_energy_kcal_mol": 15.6, "e_tot_ha": -306.53214, "lumo_ev": [0.61, -2.49], "s_squared": 0.785, "multiplicity": 2}



(6)
{"formula": "C2H3HgO2", "method": "ωB97M-V/def2-TZVPD", "elements": ["O", "Hg", "O", "C", "C", "H", "H", "H"], "positions_angstrom": [[0.241, 2.860, -1.048], [0.182, 0.975, -0.976], [-0.411, 2.220, -2.260], [-0.269, -1.120, 1.188], [0.326, -0.814, 0.017], [-0.072, -2.050, 1.742], [-1.010, -0.462, 1.660], [1.013, -1.608, -0.324]], "mulliken_charge": [-0.68, 0.62, -0.67, -0.56, -0.39, 0.23, 0.21, 0.24], "relative_energy_kcal_mol": 0.0, "e_tot_ha": -381.70567, "total_charge": -1, "lumo_ev": 4.28}



(7)
{"formula": "C2H3I", "method": "ωB97M-V/def2-TZVPD", "elements": ["C", "C", "I", "H", "H", "H"], "positions_angstrom": [[-0.849, -0.030, 0.084], [1.685, -0.387, 0.408], [2.221, -1.839, 1.789], [-0.889, 0.513, -0.845], [-1.665, -0.666, -0.100], [1.385, 0.430, 1.037]], "mulliken_charge": [-0.44, -0.40, 0.11, 0.23, 0.24, 0.25], "relative_energy_kcal_mol": 174.9, "e_tot_ha": -375.38495, "lumo_ev": [-1.93, -1.58]}



(8)
{"formula": "C2H3I2NO", "method": "ωB97M-V/def2-TZVPD", "elements": ["C", "C", "N", "O", "I", "I", "H", "H", "H"], "positions_angstrom": [[1.207, -0.062, 0.405], [0.227, -0.432, 1.207], [-1.270, 1.202, -1.564], [1.541, -0.472, -0.789], [-1.162, -1.893, 0.882], [-0.330, -0.337, -2.175], [1.763, 0.828, 0.853], [0.038, 0.206, 2.169], [-2.013, 0.960, -0.988]], "mulliken_charge": [0.18, -0.48, -0.50, -0.66, 0.09, 0.59, 0.24, 0.30, 0.24], "relative_energy_kcal_mol": 117.6, "e_tot_ha": -803.20326, "lumo_ev": [-2.14, -2.11]}



(9)
{"formula": "C2H3I2NO2", "method": "ωB97M-V/def2-TZVPD", "elements": ["C", "C", "N", "O", "O", "I", "I", "H", "H", "H"], "positions_angstrom": [[-0.105, -0.366, -0.088], [2.263, 0.056, -0.397], [1.881, 0.027, -1.797], [1.875, -1.077, -2.289], [1.472, 1.039, -2.313], [3.061, 1.892, 0.187], [3.076, -1.689, 0.342], [-0.295, -0.029, 0.832], [-0.607, 0.074, -0.852], [0.116, -1.338, -0.256]], "mulliken_charge": [-0.78, -0.50, 0.85, -0.53, -0.53, 0.19, 0.23, 0.35, 0.30, 0.42], "relative_energy_kcal_mol": 134.2, "e_tot_ha": -878.39195, "lumo_ev": [-1.47, -1.48]}



(10)
{"formula": "C2H3I3S", "method": "ωB97M-V/def2-TZVPD", "elements": ["C", "C", "S", "I", "I", "I", "H", "H", "H"], "positions_angstrom": [[0.860, -2.114, 0.444], [-0.444, 1.741, -0.281], [-0.017, -0.639, 0.484], [-0.983, 1.990, -2.293], [1.429, 2.905, 0.279], [-2.120, 2.139, 0.904], [0.429, -2.756, -0.193], [1.656, -2.292, 1.098], [-0.811, -0.975, -0.443]], "mulliken_charge": [-0.68, -0.74, 0.21, 0.18, 0.08, 0.20, 0.30, 0.32, 0.15], "relative_energy_kcal_mol": 79.5, "e_tot_ha": -1369.10703, "lumo_ev": [-0.76, -1.77]}



(11)
{"formula": "C2H3IN2", "method": "ωB97M-V/def2-TZVPD", "elements": ["C", "C", "N", "N", "I", "H", "H", "H"], "positions_angstrom": [[1.494, -0.042, 0.434], [-1.393, 0.089, -0.724], [1.534, 1.023, -0.123], [1.236, -0.943, 1.172], [-0.323, 1.832, -0.760], [-2.205, 0.115, -1.557], [-1.751, -0.171, 0.362], [1.409, -1.903, 1.196]], "mulliken_charge": [0.60, -0.78, -0.66, -0.40, 0.50, 0.27, 0.23, 0.25], "relative_energy_kcal_mol": 80.7, "e_tot_ha": -485.02923, "lumo_ev": [-0.99, -0.99]}



(12)
{"formula": "C2H3IN2O", "method": "ωB97M-V/def2-TZVPD", "elements": ["C", "C", "N", "N", "O", "I", "H", "H", "H"], "positions_angstrom": [[0.000, -0.480, -0.898], [0.659, 0.373, 0.051], [-2.216, -0.293, 0.409], [0.819, -0.082, 1.229], [-1.749, -0.223, -0.651], [1.461, 1.067, 2.754], [0.085, -0.215, -1.943], [0.050, -1.538, -0.682], [0.891, 1.391, -0.270]], "mulliken_charge": [-0.48, 0.12, 0.01, -0.58, -0.07, 0.09, 0.28, 0.27, 0.37], "relative_energy_kcal_mol": 123.0, "e_tot_ha": -560.25451, "lumo_ev": [-0.14, -0.23]}